A molecular structure, C41H31CrN2O3S. Source: the Open Molecules 2025 dataset; level of theory: ωB97M-V/def2-TZVPD.

Geometry (Å):
C  -4.74456  -2.38077  3.17707
C  -4.12381  -1.56652  4.14945
C  -2.93894  -0.90666  3.84223
C  -2.40238  -0.99020  2.55792
C  -1.11258  -0.20705  2.21579
C  -1.33790  1.15146  1.62486
C  -0.36715  2.14253  1.74063
C  -0.65686  3.46065  1.40478
C  -1.92467  3.79017  0.93391
C  -2.89596  2.80487  0.84509
C  -2.58617  1.47863  1.11343
C  -0.17261  -1.18264  1.39830
C  0.60334  -2.13729  2.34374
C  2.10474  -1.99270  2.44567
N  2.54950  -0.62480  2.05837
C  3.84592  -0.12238  2.24992
C  4.08774  1.05666  1.52178
C  5.34751  1.66825  1.57813
C  6.37214  1.07612  2.35289
C  6.11354  -0.12434  3.04288
C  4.84515  -0.72484  3.00737
S  2.73729  1.47321  0.51488
C  1.80971  0.08675  1.15790
N  0.82893  -0.59933  0.42665
C  -3.05131  -1.74873  1.56524
C  -4.21643  -2.46973  1.86940
H  -5.66877  -2.93676  3.41251
H  -4.57907  -1.47498  5.14171
H  -2.46494  -0.30122  4.60354
H  -0.52010  -0.08560  3.13746
H  0.60382  1.88039  2.16756
H  0.10102  4.22777  1.51073
H  -2.14996  4.81202  0.63795
H  -3.90167  3.05718  0.53930
H  -3.37251  0.71947  1.03692
H  -0.80558  -1.81763  0.76355
H  0.13708  -2.05657  3.32506
H  0.35491  -3.14226  1.99657
H  2.49536  -2.18720  3.44550
H  2.62016  -2.66195  1.73964
H  5.50526  2.60933  1.05679
H  7.35054  1.56563  2.42982
H  6.90982  -0.57697  3.64500
H  4.61560  -1.65802  3.54490
H  -2.72715  -1.77063  0.51979
H  -4.71103  -3.09231  1.09422
O  -3.87265  1.64767  -4.91407
C  -2.84381  1.98189  -4.44889
Cr  -1.37016  2.53052  -3.39466
C  -1.86317  1.12724  -2.26490
O  -2.18670  0.23574  -1.56045
C  -2.63047  3.60140  -2.51027
O  -3.50034  4.14521  -1.95136
C  -0.40549  4.12207  -4.58841
C  -0.26964  2.90179  -5.25453
C  0.23136  1.78284  -4.57313
C  0.69903  1.87670  -3.23639
C  1.06914  0.66929  -2.51143
C  1.25299  -0.30529  -1.78867
C  1.40551  -1.48003  -0.98204
C  0.73727  -2.72591  -1.54711
C  0.96929  -4.00627  -0.98194
C  0.60561  -5.15648  -1.66668
C  0.06572  -5.02341  -2.95521
C  -0.29812  -3.77927  -3.48234
C  0.02918  -2.63459  -2.77524
C  0.47217  3.10516  -2.56334
C  -0.00713  4.23186  -3.24781
H  -0.80869  4.99723  -5.10692
H  -0.57865  2.81308  -6.29779
H  0.29234  0.79425  -5.05638
H  2.39586  -1.79198  -0.61433
H  1.40901  -4.07977  0.03004
H  0.88699  -6.14503  -1.25548
H  -0.10427  -5.90107  -3.52975
H  -0.69308  -3.69294  -4.50136
H  -0.23943  -1.65708  -3.16590
H  0.72978  3.12419  -1.49426
H  -0.08642  5.17001  -2.69574

Atoms 1-3, force components in eV/Å:
C -0.02 0.07 -0.28
C -0.53 -0.72 -0.52
C -0.26 -0.13 -0.25

Output
Orbital gap (spin up / spin down), Ha: 0.20977 / 0.17364
Total charge: +2
E, hartree: -3358.11654
2S+1: 4
LUMO level (spin up / spin down), hartree: -0.212 / -0.318
F_max, eV/Å: 5.9

The molecule's Löwdin atomic charges, reported in e, are given here: number 1, C, carries -0.060; number 2, C, carries -0.055; number 3, C, carries -0.028; number 4, C, carries -0.203; number 5, C, carries -0.157; number 6, C, carries -0.184; number 7, C, carries -0.059; number 8, C, carries -0.069; number 9, C, carries -0.087; number 10, C, carries -0.078; number 11, C, carries -0.034; number 12, C, carries -0.183; number 13, C, carries -0.076; number 14, C, carries -0.071; number 15, N, carries -0.005; number 16, C, carries -0.217; number 17, C, carries -0.442; number 18, C, carries -0.053; number 19, C, carries -0.033; number 20, C, carries -0.039; number 21, C, carries 0.009; number 22, S, carries 1.105; number 23, C, carries -0.531; number 24, N, carries 0.126; number 25, C, carries -0.063; number 26, C, carries -0.057; number 27, H, carries 0.116; number 28, H, carries 0.117; number 29, H, carries 0.121; number 30, H, carries 0.147; number 31, H, carries 0.087; number 32, H, carries 0.110; number 33, H, carries 0.112; number 34, H, carries 0.112; number 35, H, carries 0.123; number 36, H, carries 0.119; number 37, H, carries 0.130; number 38, H, carries 0.123; number 39, H, carries 0.135; number 40, H, carries 0.131; number 41, H, carries 0.117; number 42, H, carries 0.125; number 43, H, carries 0.124; number 44, H, carries 0.123; number 45, H, carries 0.107; number 46, H, carries 0.119; number 47, O, carries 0.181; number 48, C, carries -0.057; number 49, Cr, carries 0.240; number 50, C, carries -0.058; number 51, O, carries 0.151; number 52, C, carries -0.053; number 53, O, carries 0.191; number 54, C, carries -0.062; number 55, C, carries -0.072; number 56, C, carries -0.068; number 57, C, carries -0.233; number 58, C, carries 0.071; number 59, C, carries 0.002; number 60, C, carries -0.077; number 61, C, carries -0.169; number 62, C, carries -0.033; number 63, C, carries -0.049; number 64, C, carries -0.043; number 65, C, carries -0.048; number 66, C, carries -0.027; number 67, C, carries -0.070; number 68, C, carries -0.067; number 69, H, carries 0.158; number 70, H, carries 0.158; number 71, H, carries 0.161; number 72, H, carries 0.160; number 73, H, carries 0.111; number 74, H, carries 0.129; number 75, H, carries 0.106; number 76, H, carries 0.122; number 77, H, carries 0.097; number 78, H, carries 0.141; number 79, H, carries 0.156